92
Properties=species:S:1:pos:R:3:forces:R:3 method="wB97M-V/def2-TZVPD" total_charge=0 total_energy_ev=-361141.7065
H -1.620136 5.176368 2.944116 0.0206 -0.0232 -0.0395
C -1.701095 4.804060 5.054385 -0.0089 0.0189 0.1029
C 2.073697 -1.797984 -3.898346 -0.3247 0.2236 0.0870
C 3.150959 -1.428701 -3.092401 0.0241 -0.0104 0.0137
H 0.368485 -0.216111 -5.652708 -0.0297 0.0370 -0.0436
H -2.393797 -1.218929 -2.546989 -0.0437 0.0529 0.0365
C -3.111311 0.148991 -4.024436 -0.0586 -0.1324 0.0264
H -1.486216 6.429024 6.447679 -0.0104 0.0421 0.0001
C 3.621981 2.293344 0.516027 0.0696 -0.3795 -0.0809
C -1.989843 -2.423840 0.307308 -0.0976 -0.0838 -0.0206
H 3.230662 1.140434 4.177741 -0.0032 0.0797 0.0824
C -0.802967 -5.449547 -5.156894 0.0124 0.0292 -0.0798
H 5.221440 -0.870058 -2.994118 -0.0070 -0.0067 0.0182
C -0.202228 -3.739721 -3.552359 0.0752 0.5125 0.2678
H 3.000994 -1.342985 -2.022240 0.0042 0.0791 -0.0029
C -0.614971 -0.139027 -5.203718 0.0266 0.0048 0.1109
N -3.775904 -1.199806 3.835285 -0.1706 -0.0730 0.0099
C 3.549080 -1.692429 -5.817356 -0.0379 -0.0778 -0.0820
S 1.246178 2.513048 2.073229 0.0307 0.0600 0.0719
H -1.462129 6.919309 4.743947 -0.0035 0.0402 0.0253
O 0.374684 -1.720955 -1.569760 -0.0695 0.3389 0.9181
H -0.579939 -6.767189 -2.050519 0.0143 -0.0052 -0.0077
H 4.670304 2.592874 0.474802 -0.0253 0.1151 -0.0939
Si 0.349583 -1.964512 -3.138377 -0.0600 -0.6453 -0.7812
H 3.137984 2.606244 -0.411121 0.0125 0.1431 0.0432
H 1.497139 -2.279238 -5.912310 0.0069 0.0186 -0.0575
H -4.071769 0.280399 -3.542137 -0.0109 -0.0140 -0.0210
H -1.467465 -2.685253 -0.605183 0.0096 -0.0077 -0.0146
Se -1.547223 1.401502 -0.765774 -0.2112 0.8427 -0.7806
C -2.824186 0.823356 -5.204537 0.0558 0.0399 -0.0378
C -0.820291 -6.405812 -4.150602 -0.0093 0.0262 -0.0042
S 1.796859 -0.562316 3.331071 0.1689 0.1805 0.0375
H 1.724224 3.067128 4.342967 -0.0946 -0.0386 0.1608
H -0.062298 6.123136 5.455481 0.0132 0.0626 0.0135
H -3.568680 1.457715 -5.669223 -0.0178 0.0006 0.0188
C -2.661844 2.271694 4.331736 0.1310 0.0385 0.1113
Se 0.834209 4.705528 -1.164153 -0.1653 -0.6309 -0.6073
H 3.696339 -1.799167 -6.885116 0.0363 -0.0131 0.0077
Sb -0.161401 2.815334 -2.369194 -0.2036 0.1158 1.3326
H 3.535279 2.787226 2.636206 0.1153 0.0768 -0.0542
C -2.036190 3.859936 6.018209 0.0094 -0.0197 -0.1307
C -3.769584 -2.641904 1.889199 0.0751 0.0883 -0.0012
C -1.864864 4.458244 3.716983 -0.0112 0.0162 0.0176
Se -1.588681 3.593541 -4.246829 -0.0114 0.0339 -0.0296
H 2.970876 4.043456 1.520694 0.1684 -0.0002 0.0364
H -0.008594 -4.419619 -1.530807 0.0364 -0.0164 0.0118
C -0.892763 -0.840088 -4.029174 0.3345 0.0250 0.0208
H -3.582241 -3.842539 0.117412 -0.0122 -0.0065 0.0019
Se 1.839708 1.558282 -3.140890 -0.0793 0.0613 0.1930
C -1.154331 6.148508 5.449230 0.0550 -0.0914 -0.0706
H -1.496446 -0.279551 2.706448 0.0311 -0.0426 0.0098
C 2.163348 0.956520 4.284315 -0.1674 -0.3063 -0.1459
C -0.553559 -6.028323 -2.842817 0.0185 -0.0691 0.0604
H 4.461585 0.870079 2.573558 0.0498 -0.0528 0.0255
C -3.421638 -0.093390 4.624619 -0.0957 -0.1407 -0.0331
H -4.681879 -3.113815 2.232908 -0.0199 0.0099 -0.0084
Pb 0.480849 -0.184367 0.109920 0.5023 -0.6814 -0.4622
H 0.294369 2.042915 4.154725 -0.0239 0.0701 0.0693
H -3.269419 0.950641 2.891756 -0.0744 -0.0108 0.0311
C -1.572903 0.675694 -5.794493 0.0184 0.0797 -0.0945
H -0.526483 -3.388816 -5.649552 -0.0040 0.0087 -0.0271
C 4.284828 -0.038575 2.001651 -0.0108 0.0107 -0.5040
H 1.957641 0.742096 5.333672 0.1027 0.0462 0.0205
C 2.977151 2.970764 1.718394 -0.3574 -0.1322 0.0313
H -4.291855 -1.897941 4.346173 0.0860 0.0237 0.1254
H 5.253897 -0.488647 1.781635 0.0566 0.0384 0.1455
H 3.288809 -1.944032 2.176127 0.0648 -0.0514 0.0554
C -3.160011 -3.048880 0.717324 0.0584 0.0468 0.0791
H -2.773901 1.886613 6.435223 -0.0088 -0.0263 0.0356
C -0.508269 -4.127269 -4.855462 -0.0656 -0.1295 -0.0078
S 3.585013 0.467300 0.378759 0.3616 0.3559 0.6534
C 4.599797 -1.290869 -5.003591 -0.0042 -0.0016 -0.0021
H -2.452746 2.963414 2.303091 0.0360 -0.0055 -0.0228
C 1.337871 2.167381 3.861479 0.0902 -0.0292 -0.5198
N -1.441240 -1.453187 1.031312 -0.3354 -0.2469 -0.1829
C 4.401884 -1.169891 -3.635996 0.0914 -0.0571 0.0107
O -3.454642 -0.174843 5.833217 -0.0317 0.1873 -0.0561
C 2.303637 -1.954089 -5.266022 0.0872 0.0810 -0.0072
C -2.160535 -0.684812 -3.460921 -0.0114 -0.0578 -0.0425
C 3.467593 -1.054991 2.782716 -0.3749 0.1633 0.1131
H -1.040471 -7.438950 -4.388394 -0.0257 0.0037 0.0187
H 4.013790 -1.351278 3.679585 0.1294 -0.0879 -0.1115
C -2.016763 -1.055342 2.158740 0.1703 0.0069 0.1208
C -3.197669 -1.610300 2.639525 0.0975 -0.0549 -0.1841
C -2.512752 2.603559 5.674982 -0.0215 -0.1275 -0.0077
H 5.570157 -1.085019 -5.437339 0.0053 0.0213 0.0171
H -1.341112 1.206359 -6.709773 -0.0057 -0.0053 -0.0024
C -0.237759 -4.707319 -2.551374 -0.0406 -0.0953 -0.0114
N -3.114052 1.008961 3.885806 -0.0755 0.1857 0.0758
C -2.338047 3.210175 3.354056 -0.0102 -0.0629 -0.0293
H -1.014970 -5.734666 -6.180275 -0.0270 -0.0113 0.0112
H -1.930826 4.105738 7.067856 0.0063 0.0189 0.0169

***

89
Properties=species:S:1:pos:R:3:forces:R:3 method="wB97M-V/def2-TZVPD" spin_multiplicity=2 total_charge=0 total_energy_ev=-112418.1947
C 3.242394 2.243456 0.565802 -0.0155 0.1717 -0.0062
H -0.812310 -1.679315 5.076484 0.0244 -0.0156 0.0022
Zn 0.418311 1.098064 0.316112 0.1217 -0.1267 0.3063
N -5.164949 -1.790904 1.150111 -0.0888 -0.0899 -0.0084
H -4.464445 -2.427146 1.485841 0.0117 -0.0229 0.0357
H -1.763842 -3.513007 1.312802 -0.0135 -0.0360 0.0736
C 1.132838 4.305708 -1.860727 0.0281 -0.0418 0.0864
H 5.018951 5.493697 3.370647 0.0380 0.0148 0.0133
H -1.282344 6.009147 -0.206105 -0.0542 0.0122 -0.0483
C -0.608774 -2.042755 0.301452 -0.0658 -0.0358 0.0246
C -1.537527 -0.906547 4.863923 -0.0592 -0.0747 0.0131
H -3.854440 3.109429 0.611053 0.0367 0.0707 -0.0113
H -6.232180 2.406011 0.603802 -0.0597 0.0420 -0.0058
H 0.547592 -0.781065 -1.019123 -0.0714 -0.1394 0.0137
C 0.926157 2.270065 6.405627 -0.0543 0.0975 -0.0255
H 1.903931 -2.158928 3.961049 0.0396 -0.0343 0.1570
H -4.851171 -0.279284 5.074104 -0.0527 -0.0016 0.0045
C -0.228665 -1.546069 -0.936467 0.1540 0.1313 -0.1046
C -3.384828 1.058536 4.275528 -0.0505 0.0194 0.0584
H -6.125071 -2.006871 1.357765 0.0229 0.0058 -0.0024
H 1.568833 -3.262351 5.277469 -0.0254 -0.0360 -0.0025
H 3.236299 -2.844652 4.913948 0.0228 -0.0249 -0.0252
H -0.960875 6.310723 -1.933989 0.0258 0.0295 0.0020
N -0.110299 4.553297 -1.142069 -0.1178 0.0393 -0.0344
C -1.127593 0.276978 4.265561 -0.0134 0.0098 0.0604
O -0.031373 -2.238073 2.577460 0.0430 -0.6463 0.6482
H 1.505959 2.856689 5.689018 0.0271 -0.0075 -0.0309
C -1.685623 -3.092992 -2.053430 0.0371 0.0056 0.0375
H -2.440615 3.329219 3.492596 -0.0206 0.0111 -0.0560
C 2.683840 -1.540125 7.229644 0.0013 -0.0267 0.0135
C 2.222540 -2.446179 4.964937 0.0207 -0.1058 -0.2164
C 2.870318 5.514575 3.322531 -0.0500 -0.0056 0.0041
Te 0.890083 0.466164 3.699677 0.0968 0.0872 -0.2254
O 2.181119 1.783044 0.002865 -0.3278 -0.0229 -0.1012
H 0.970157 4.438005 -2.930162 0.0377 0.0129 -0.0480
H 0.966151 3.400185 1.516627 -0.0096 0.0286 -0.0112
C -2.054636 -3.615894 -0.820395 0.0033 -0.0278 -0.0435
H -2.757523 -4.436473 -0.771471 -0.0482 -0.0202 -0.0021
H 2.040111 1.430529 8.666409 0.0031 0.0617 0.0622
C -2.045249 1.287377 3.975662 -0.0705 -0.0667 0.1528
H -0.089531 2.187361 6.013387 -0.0243 -0.0421 0.0074
C -0.542308 5.934531 -0.999636 0.0889 0.0252 0.0261
C 1.718450 4.925697 2.800080 0.0775 -0.0333 0.0035
C 1.855753 3.877236 1.912934 -0.1399 -0.0392 -0.0286
C -2.876961 -1.113171 5.158581 0.0543 -0.0020 -0.0459
C 3.210108 -0.845501 9.581250 0.0335 0.0181 0.0460
H 0.321370 6.538549 -0.722622 -0.0658 0.0165 0.0091
C -4.840794 -0.470887 1.037944 0.1463 -0.0759 0.0460
O 4.371013 1.826761 0.301256 0.0981 -0.1227 -0.0600
C 4.251381 3.983990 2.073356 0.1193 -0.0347 -0.0554
C -0.757406 -2.065560 -2.109701 -0.0252 -0.0092 0.0334
C -4.121450 2.068021 0.728883 -0.1068 -0.0471 0.0276
C -1.646503 2.593555 3.361611 0.0776 0.1612 -0.0309
N 0.090056 -0.169483 1.672608 0.3233 0.7244 -0.1237
H -2.101041 -3.498352 -2.965046 -0.0339 -0.0176 -0.0362
O 5.485788 3.567410 1.769389 -0.0822 0.0024 0.0194
C 2.158735 -1.323292 5.957399 0.0467 -0.0316 0.0611
N -5.817478 0.407072 0.880392 -0.0518 0.0056 0.0145
C -5.441500 1.677863 0.728989 0.0321 0.0774 -0.0099
H 1.478342 3.297053 -1.650936 0.0068 0.0409 -0.0273
C -0.867983 3.569902 -0.707982 -0.0525 -0.0415 0.1724
C 2.651943 -0.568564 8.214720 -0.0039 -0.0159 -0.0244
H -1.481265 2.460182 2.288732 0.0514 0.0376 -0.0148
C 1.589032 -0.087724 5.681117 -0.1447 0.2598 -0.0231
H 2.570490 -1.535224 10.132675 -0.0418 -0.0320 0.0152
C -3.803224 -0.128535 4.852891 -0.0251 -0.0083 0.0116
H -0.736396 2.991990 3.815336 0.0154 -0.0061 -0.0525
H 1.874621 5.022135 -1.511759 0.0519 -0.0412 -0.0262
H 0.873081 2.833765 7.336074 0.0174 0.0303 0.0061
H -1.805775 3.879524 -0.230524 0.0633 0.0287 0.0396
C -3.485687 -0.071057 1.060678 0.0236 -0.0845 -0.0209
C -0.122178 -1.473149 1.623203 -0.2548 0.0535 -0.6939
H -0.435071 -1.673661 -3.063433 0.0176 0.0218 -0.0655
C 4.118235 5.053966 2.966836 0.0238 -0.0766 -0.0619
H 5.366802 2.793160 1.150793 -0.0461 0.0991 0.0547
H 4.197959 -1.299823 9.517029 0.0461 -0.0214 -0.0045
C 3.100528 3.388160 1.524249 0.0057 -0.0578 0.0873
H -4.110672 1.831993 4.054018 -0.0264 0.0240 -0.0160
H 2.787252 6.335428 4.022430 -0.0082 0.0315 0.0251
H 0.739415 5.267404 3.103260 -0.0685 0.0311 -0.0028
O -0.600543 2.361233 -0.816231 0.1132 -0.2012 -0.1068
C 1.540566 0.919333 6.654344 0.0239 -0.0695 0.1424
H -2.701079 -0.800300 1.216205 0.0265 -0.0261 0.0302
H -3.192298 -2.041965 5.613611 -0.0074 -0.0337 0.0350
H 3.294717 0.068331 10.166291 0.0047 0.0369 0.0202
C -1.511268 -3.103373 0.344901 0.0853 0.0763 -0.0207
H 3.130593 -2.502984 7.449123 0.0298 -0.0655 0.0141
C 2.076614 0.657787 7.909030 -0.0428 -0.0414 -0.0451
N -3.133386 1.177744 0.899593 0.0214 0.2336 -0.1116

***

82
Properties=species:S:1:pos:R:3:forces:R:3 method="wB97M-V/def2-TZVPD" total_charge=+2 total_energy_ev=-66915.8564
C 1.372398 -5.327881 1.584553 -0.3590 0.4083 0.0457
H 1.441422 -4.531801 7.653718 0.0407 -0.1093 -0.1822
H 1.169903 -1.405501 0.557068 0.2169 0.1514 -0.3051
H -4.271434 7.691167 -4.315671 0.2093 -0.2772 0.1821
C 0.591442 -5.236602 0.301932 0.2811 -0.9642 -0.4349
H 5.113235 -0.603003 -1.011433 -0.2530 0.0983 0.0821
C -1.874477 -5.470614 2.105922 -0.5893 -0.5669 0.2439
C -0.587524 2.961472 -2.753186 2.1013 -0.3516 -0.1781
H 4.659659 4.223026 -5.240797 -0.0917 0.1430 0.3384
C 3.105299 4.006654 -2.209464 0.0115 0.7399 0.6204
C 5.235279 5.346591 -3.476967 -0.3035 -0.2017 0.2302
H 5.496730 6.383758 -1.600586 -0.1877 -0.2394 -0.1020
H -5.563772 -0.131382 -0.365061 0.1811 0.2352 -0.0513
P -1.416986 3.680068 -1.301008 -1.0655 0.0489 -2.3042
C 2.391487 1.433257 -0.899768 -0.0450 0.2718 0.2871
C -3.012273 1.422506 -2.000902 -0.0918 0.0009 0.1657
C -1.296289 -6.869057 2.041384 0.8301 -0.1268 0.3979
C -1.709866 -4.443123 1.267965 -0.2960 -0.0870 -0.4285
C 1.284260 -2.674680 5.504432 1.7948 -3.3698 2.4682
C 1.878102 -0.727957 0.068587 0.2291 0.0903 0.0010
O 0.549350 -3.676200 5.992471 0.2151 1.7345 -1.2192
H -0.936786 -2.943882 4.733838 -0.6390 0.0579 -0.4069
H 2.701512 3.183813 -4.174211 0.3706 0.0553 0.1155
C -3.401727 2.449894 0.169387 -0.0514 -0.1731 -0.3450
C -2.394711 4.939219 -2.270468 0.4132 0.2674 0.4963
H 0.166494 -6.232304 0.079259 0.3426 0.6070 -0.4547
C -4.761212 0.581329 -0.555159 0.0950 0.2930 0.1267
H -4.351035 4.041826 -2.011734 0.1446 0.3562 -0.0941
C -4.438043 1.551247 0.405795 -0.0014 -0.2160 -0.2028
C 1.468869 0.545381 -0.315779 0.2598 0.0162 0.0289
C 0.927637 -5.862241 2.727984 0.2824 0.2756 0.7152
H -2.454475 1.357590 -2.930715 -0.2266 -0.0441 0.1824
H -0.189134 -7.206786 3.915435 -0.1415 0.0365 -0.3479
C 0.013499 -7.040006 2.845083 -0.7470 0.2955 0.2784
C -3.743611 6.915580 -3.756295 0.2617 -0.3154 0.2091
H -1.079047 -7.164587 1.014013 -0.3882 0.0302 0.1702
H -1.193430 2.831892 -3.662191 0.3010 -0.0304 0.4272
H 0.530801 -5.640161 6.565520 0.1450 0.3464 0.0039
H -0.961549 -4.193360 -0.713240 0.0045 0.1739 -0.0441
H -1.488562 -2.440019 3.082976 0.0301 0.1469 0.3820
C -0.568720 -4.206581 0.307808 0.0212 -0.8391 -0.2009
H -2.592832 -5.399881 2.925979 -0.4448 0.2341 -0.5882
C -1.674260 5.990753 -2.874985 -0.2392 0.0526 -0.0277
C -1.132968 -2.099596 4.069211 -1.1008 -0.8054 0.2472
H 1.178748 -5.404107 3.708668 1.0498 -0.7983 -0.6577
H -2.566179 -3.752936 1.110132 0.8286 0.1185 0.8834
H 1.209851 2.043045 -3.514159 -0.3273 0.3170 0.3269
H -4.997906 1.604181 1.335664 0.0908 -0.0352 -0.1431
H -0.169709 -3.203080 0.494220 0.0047 0.0386 0.0292
H 2.159495 -5.048819 6.076395 -0.2653 0.1801 0.1087
C 3.704849 1.024195 -1.148855 -0.0905 -0.2143 0.1630
H 3.610442 5.205884 -0.470090 0.1652 -0.0752 -0.2836
H -4.311805 -0.202913 -2.523473 0.0419 0.1642 0.2733
C 3.353738 3.815882 -3.575831 0.2264 -0.0392 -0.0721
H 0.529135 -7.945428 2.498499 0.0056 0.2361 0.0599
H -1.835659 -1.410360 4.566819 -0.1007 -0.2606 -0.2574
H -2.008880 -7.590406 2.461891 -0.0987 0.3176 -0.3303
C -3.784428 4.872172 -2.439414 -0.2043 0.1466 -0.0131
O 2.488828 -2.593604 5.616398 -1.4574 0.6413 -0.6276
H 2.373289 -4.929779 1.507814 -0.0190 1.0909 0.6008
H 3.518983 -2.128330 0.159448 -0.0317 0.2905 -0.1742
H 4.410059 1.703593 -1.625677 -0.1342 -0.1442 0.1431
C 1.237049 -4.805719 6.616275 0.2801 -0.3098 0.3167
H -5.526227 5.768263 -3.332443 0.2494 0.0360 0.0449
C 4.098101 -0.269881 -0.797535 -0.1454 -0.0769 0.1143
H 6.088517 5.826415 -3.961242 -0.3185 -0.1089 0.1939
C 3.200991 -1.134247 -0.159863 -0.1545 0.2092 -0.0450
H 0.432704 0.854980 -0.172496 0.1890 -0.0206 0.0503
C -4.449559 5.848928 -3.191832 0.2395 -0.1661 0.1280
H -0.583805 6.021699 -2.788993 -0.3496 0.1190 0.0363
H -1.789239 7.783577 -4.065011 -0.1221 -0.2186 0.1251
H -3.136697 3.201106 0.914762 -0.1354 -0.1670 -0.1504
P 1.759404 3.118389 -1.292816 0.3059 -0.7224 -1.4357
C -2.350154 6.970223 -3.605630 0.0254 -0.1403 0.0183
C 0.731271 2.628908 -2.714572 -1.9331 0.3411 -0.0018
C -4.057793 0.531229 -1.757765 0.1531 0.0308 -0.0117
Pb 0.649185 -0.928979 3.966887 1.1060 1.5983 -0.8615
C 4.443213 4.444245 -4.193418 -0.1905 0.0133 0.2398
C -2.699166 2.398211 -1.048381 0.1723 -0.0433 0.9960
C 3.859902 4.976287 -1.508662 0.0129 -0.3436 -0.2328
C 4.914248 5.637578 -2.141891 -0.0064 -0.1135 -0.1956
H 1.312550 -4.940220 -0.484524 -0.5824 -0.3405 0.1137